Entry 1:
37
Properties=species:S:1:pos:R:3:forces:R:3 method="wB97M-V/def2-TZVPD" gap_ev=6.4 lumo_energy_ev=-1.943 e_above_lowest_kj_mol=0.00 multiplicity=1 e_homo_ha=-0.3052
C 1.869 -5.105 -0.577 0.03 -0.07 0.06
C 0.573 -5.547 0.096 0.08 -0.18 -0.05
H 1.788 -5.192 -1.662 0.01 0.10 0.03
H 2.696 -5.746 -0.260 0.00 0.05 -0.01
H 2.121 -4.067 -0.352 0.01 -0.17 0.03
H -0.250 -4.853 -0.079 0.07 0.05 -0.06
H 0.279 -6.521 -0.301 -0.11 -0.01 0.08
H 0.697 -5.663 1.174 0.00 0.08 0.00
C 1.588 1.937 -2.168 -0.26 0.24 -0.31
C 1.471 2.988 -3.102 -0.10 -0.12 0.59
C 0.294 3.740 -3.100 -0.09 -0.50 0.40
C -0.731 3.348 -2.227 -0.02 -0.61 0.17
H 2.470 1.283 -2.172 -0.35 0.42 0.17
H 2.301 3.229 -3.772 -0.35 -0.20 0.25
H 0.161 4.589 -3.782 0.02 -0.41 0.34
H -1.698 3.828 -2.239 0.14 0.25 -0.18
N 0.625 1.619 -1.292 -0.13 -0.12 -0.16
C -0.561 2.256 -1.349 1.00 0.55 -0.89
C -1.643 1.738 -0.464 -0.62 -0.34 0.61
N -1.375 0.619 0.244 0.20 0.36 0.85
C -2.222 0.198 1.202 -0.65 0.46 -0.67
C -3.814 1.922 0.604 0.42 -0.45 -0.11
C -3.480 0.793 1.381 0.27 0.35 0.10
H -1.886 -0.640 1.834 -0.27 0.37 -0.45
H -4.148 0.408 2.161 0.28 0.24 -0.45
C -2.877 2.395 -0.326 0.24 -0.49 0.21
H -3.057 3.253 -0.963 -0.26 -0.06 0.36
H -4.784 2.427 0.724 0.57 -0.32 -0.05
Mg 0.658 -0.184 0.383 -0.39 0.55 -1.04
I 0.756 -1.767 -1.748 0.06 -0.07 0.19
F 2.437 -0.584 4.578 -0.82 0.90 -1.28
Te 1.723 0.484 3.173 0.36 -0.06 -0.30
F 0.122 0.519 4.212 1.21 -0.08 -0.76
F 2.396 2.059 3.963 -0.47 -1.22 -0.23
F 3.387 0.141 2.315 -0.87 0.10 0.68
F 1.061 -1.203 2.217 0.36 0.97 0.71
O 1.055 1.298 1.671 0.44 -0.56 1.20

***

Entry 2:
12
Properties=species:S:1:pos:R:3:forces:R:3 method="wB97M-V/def2-TZVPD" gap_ev=9.4 lumo_energy_ev=0.363 e_above_lowest_kj_mol=359.55 multiplicity=1 e_homo_ha=-0.3328
C 0.836 -1.208 0.749 -0.04 0.00 -0.03
C 0.729 0.200 0.152 -0.03 0.02 0.01
C -0.294 0.259 -0.960 0.45 -0.01 -0.47
O -0.406 -0.446 -1.910 -0.06 0.58 0.62
C -1.858 1.085 -0.232 -0.20 0.39 -0.06
O -1.011 1.673 -0.996 -0.02 -1.04 0.26
H -0.115 -1.508 1.202 0.18 0.07 -0.09
H 1.096 -1.941 -0.024 -0.07 0.17 0.15
H 1.614 -1.229 1.522 -0.18 0.02 -0.19
H 1.687 0.478 -0.314 -0.24 -0.02 0.04
H 0.507 0.942 0.923 -0.03 -0.14 -0.19
H -2.783 1.696 -0.112 0.24 -0.02 -0.05

***

Entry 3:
23
Properties=species:S:1:pos:R:3:forces:R:3 method="wB97M-V/def2-TZVPD" gap_ev="6.7 / 6.1" charge=+1 lumo_energy_ev="-3.134 / -8.065" e_above_lowest_kj_mol=289.27 multiplicity=3 e_homo_ha="-0.3598 / -0.5203"
C -2.331 -1.644 -0.135 0.96 -0.31 -0.46
C -0.490 0.987 0.855 -0.56 0.95 -0.58
C -2.288 0.681 -0.598 1.31 2.12 0.14
C -1.484 -0.619 -0.746 0.91 0.02 0.58
C -0.148 -0.313 0.337 -1.60 -0.08 1.79
C 1.614 0.446 -1.205 0.31 -0.85 0.48
C 1.903 -1.677 0.127 1.10 3.67 1.67
N -2.925 -2.447 0.430 -0.11 0.04 0.01
N -1.679 1.433 0.403 -0.20 -2.94 -2.36
N 1.193 -0.357 -0.057 -0.31 -3.43 -4.64
N 0.313 1.735 1.636 1.39 -1.82 0.01
O -3.143 1.119 -1.315 -0.37 -0.94 0.00
H -1.165 -0.768 -1.810 -0.33 -0.22 1.06
H -0.165 -0.925 1.246 -0.54 -1.25 -0.48
H 1.718 -0.025 -2.207 -0.23 -0.60 0.89
H 0.999 1.292 -1.328 -0.67 1.14 0.22
H 2.580 0.675 -0.859 1.69 1.11 -0.34
H 1.327 -2.279 0.749 -0.94 -0.84 1.29
H 2.237 -2.267 -0.682 0.24 0.17 -1.63
H 2.764 -1.224 0.677 0.07 -1.30 -0.12
H -2.199 2.138 0.745 -1.80 3.19 1.52
H 1.249 1.428 1.768 0.48 -0.05 0.26
H 0.119 2.613 1.968 -0.81 2.22 0.70

***

Entry 4:
15
Properties=species:S:1:pos:R:3:forces:R:3 method="wB97M-V/def2-TZVPD" gap_ev="7.6 / 8.1" lumo_energy_ev="0.493 / 0.414" e_above_lowest_kj_mol=624.84 multiplicity=1 e_homo_ha="-0.2615 / -0.2829"
C -0.457 1.250 0.743 -2.22 0.14 0.65
C 1.589 -0.260 0.265 0.64 -0.31 0.07
C 0.957 -1.263 -0.467 -0.65 -0.07 -0.36
N -0.799 1.716 -0.492 0.45 -0.53 0.21
O -1.105 0.333 1.280 1.45 1.07 0.00
N -1.845 -0.960 -0.156 -1.09 -0.93 -0.37
O -2.501 -1.744 0.408 0.95 0.47 -0.48
H 0.145 1.936 1.347 0.42 -0.20 -0.13
H -1.311 1.057 -1.063 -0.02 0.32 -0.06
H -0.267 2.449 -0.929 0.05 -0.14 -0.02
H 1.907 -0.450 1.281 -0.13 0.05 0.08
H 2.021 0.617 -0.199 -0.27 0.09 -0.09
H 1.131 -2.295 -0.165 -0.25 0.03 0.20
H -0.447 -1.230 -0.300 0.69 0.00 0.28
H 0.982 -1.156 -1.551 -0.02 0.02 -0.01

***

Entry 5:
16
Properties=species:S:1:pos:R:3:forces:R:3 method="wB97M-V/def2-TZVPD" gap_ev=10.6 smiles=C[C@H]1C[C@H]1Br.C#C lumo_energy_ev=0.795 e_above_lowest_kj_mol=301.26 multiplicity=1 e_homo_ha=-0.3598
C 2.232 -3.299 0.515 -0.02 -0.07 -0.17
C 1.273 -3.332 -0.187 -1.30 -0.12 -0.15
C -0.863 0.602 1.035 -0.48 -1.01 1.60
C -0.454 2.501 -0.666 1.10 -0.80 -0.17
C -0.623 -0.102 -0.294 0.20 -1.84 -0.20
C 0.011 1.226 -0.024 0.82 -0.34 0.19
Br -2.109 -0.433 -1.619 0.76 0.69 0.96
H 3.073 -3.337 1.124 0.92 0.09 0.54
H -1.955 0.899 1.162 1.75 0.06 -0.12
H 0.295 -3.406 -0.617 0.38 0.06 -0.24
H -0.344 0.258 2.032 -1.23 0.33 -2.24
H -0.014 3.313 -0.124 0.05 0.63 0.47
H -1.504 2.443 -0.441 -0.70 0.80 -1.07
H -0.054 2.598 -1.699 -1.06 -0.15 0.40
H -0.066 -1.077 -0.397 -0.27 1.67 0.49
H 1.102 1.147 0.200 -0.92 0.00 -0.30

***

Entry 6:
12
Properties=species:S:1:pos:R:3:forces:R:3 method="wB97M-V/def2-TZVPD" gap_ev=11.4 charge=+1 lumo_energy_ev=-3.588 e_above_lowest_kj_mol=84.87 multiplicity=1 e_homo_ha=-0.5494
O -0.205 0.500 1.492 -0.27 -0.14 -0.36
C 0.974 0.613 1.714 0.16 0.13 0.07
H 1.359 1.430 2.332 0.02 0.02 0.15
H 1.709 -0.087 1.290 0.11 -0.05 0.02
C 0.162 -0.086 -1.803 -0.34 -0.14 -0.27
N -0.824 -0.812 -0.946 -0.26 -0.37 0.66
H -0.097 0.968 -1.811 0.09 0.03 0.12
H 1.149 -0.266 -1.396 0.08 0.13 0.00
H 0.097 -0.473 -2.816 0.06 -0.04 0.02
H -1.785 -0.799 -1.295 0.13 0.26 -0.12
H -0.822 -0.426 0.028 0.12 0.14 -0.14
H -0.587 -1.801 -0.842 0.11 0.03 -0.16